The following is a DFT calculation (the ωB97M-V functional and the def2-TZVPD basis) of a 7-piece molecular cluster, C42H89N4O6 overall at a distorted geometry.

Last column: Löwdin charge in e.
Positions of all 141 atoms, in Å:
C 15.48970 17.43280 12.39269  -0.0954
C 15.99956 16.01848 12.28066  -0.2351
C 15.47165 15.54040 10.95695  -0.1352
N 15.98552 14.15625 10.51650  -0.2717
C 17.35838 14.24318 10.05446  -0.1501
C 18.10141 12.92950 9.89216  -0.1298
C 17.89044 11.89422 11.09161  -0.1621
C 16.41395 11.78773 11.36666  -0.1640
C 15.98512 13.20916 11.69850  -0.1221
C 15.00997 13.69539 9.45287  0.0596
H 15.87098 17.89758 13.27930  0.0691
H 14.41087 17.50043 12.31325  0.0831
H 15.87559 18.06265 11.55577  0.0901
H 15.59190 15.47928 13.10637  0.0879
H 17.07168 16.06703 12.25405  0.1073
H 15.88877 16.22234 10.15596  0.1500
H 14.38948 15.54014 10.91576  0.1028
H 17.81682 14.85152 10.83363  0.1272
H 17.37336 14.75814 9.06790  0.1487
H 19.13562 13.18142 9.81416  0.1041
H 17.85844 12.42626 8.96610  0.1090
H 18.32891 12.35767 12.01182  0.1206
H 18.41074 10.92461 10.91474  0.1218
H 16.25565 11.26852 12.28900  0.1091
H 15.93660 11.34031 10.55063  0.0957
H 16.69138 13.63367 12.44119  0.1324
H 14.96649 13.17027 12.09912  0.0847
H 15.35243 12.68385 9.24958  0.0910
H 15.14289 14.43032 8.66276  0.1103
H 14.00384 13.67594 9.92307  0.1221
C 13.12064 12.84470 24.20131  -0.0804
C 13.19131 13.66649 22.90800  -0.2371
C 12.22309 13.07507 21.92130  -0.1389
N 11.82786 13.98056 20.77746  -0.2110
C 11.40114 13.11550 19.52654  -0.0497
C 11.08370 14.12055 18.38138  -0.1288
C 9.86948 14.98429 18.88281  -0.1626
C 10.35698 15.78982 20.02232  -0.2246
C 10.65542 14.84276 21.15237  -0.0978
C 13.03150 14.80417 20.30755  0.0307
H 14.06939 12.44831 24.42648  0.0493
H 12.54550 11.94909 24.04052  0.0700
H 12.58937 13.29141 25.03464  0.0809
H 14.16121 13.76045 22.47869  0.0854
H 12.97425 14.75638 23.17852  0.1297
H 11.25447 12.91270 22.40311  0.1322
H 12.64768 12.15336 21.58240  0.1214
H 10.54870 12.54832 19.85653  0.1222
H 12.28675 12.45255 19.37935  0.1152
H 10.75464 13.53562 17.53029  0.1069
H 11.99635 14.67772 18.06473  0.0885
H 9.06262 14.29846 19.15894  0.1199
H 9.57117 15.59958 18.01405  0.1260
H 9.53472 16.41401 20.37706  0.1198
H 11.11101 16.48919 19.70597  0.0741
H 9.84673 14.11771 21.21058  0.1303
H 10.75758 15.31782 22.11832  0.1353
H 12.81699 15.41531 19.44607  0.0503
H 13.88658 14.13568 20.12576  0.1049
H 13.34607 15.42506 21.07387  0.0744
C 13.41424 21.57224 16.52616  -0.0977
C 13.01234 20.84300 17.78112  -0.2162
C 11.70753 21.47380 18.38949  -0.0941
N 10.90318 20.44548 19.20023  -0.2721
C 11.87273 19.65709 20.08791  -0.1003
C 11.21500 18.73447 21.06184  -0.1586
C 10.12881 19.43648 21.93631  -0.1561
C 9.14665 20.08517 20.93276  -0.1394
C 9.91063 21.09683 19.99733  -0.1463
C 10.18058 19.56679 18.19947  0.0295
H 13.80055 22.58492 16.68853  0.0825
H 12.58161 21.66117 15.85496  0.0689
H 14.20906 20.96854 16.04375  0.0879
H 13.79063 20.95488 18.57283  0.1282
H 12.84214 19.78619 17.59320  0.0729
H 10.95595 21.91447 17.71921  0.1321
H 11.86954 22.36590 19.01763  0.1373
H 12.50711 20.46338 20.49489  0.1474
H 12.50378 19.01906 19.41956  0.1185
H 12.01493 18.40628 21.71430  0.1292
H 10.77094 17.90048 20.59998  0.0393
H 10.56889 20.20830 22.56568  0.1085
H 9.62257 18.76768 22.66159  0.1202
H 8.38857 20.63793 21.47798  0.1132
H 8.61995 19.26979 20.42968  0.1071
H 10.32571 21.79803 20.72478  0.1415
H 9.28824 21.64777 19.29231  0.1345
H 10.87276 19.34660 17.39068  0.0869
H 9.33232 20.18180 17.87031  0.1126
H 9.74856 18.66546 18.63380  0.0991
C 15.62818 13.63239 15.35286  -0.0921
C 15.70453 12.15153 15.53805  -0.2169
C 14.61282 11.74177 16.56924  -0.1051
N 14.13292 10.29508 16.62362  -0.2581
C 15.35429 9.46996 16.99476  -0.1055
C 14.93505 8.02614 17.29401  -0.1472
C 13.73469 7.81312 18.27144  -0.1837
C 12.61932 8.77324 17.97448  -0.1661
C 13.18098 10.18502 17.73529  -0.1426
C 13.46107 9.92500 15.32247  0.0411
H 16.63777 14.02524 15.07818  0.0954
H 15.22371 14.13351 16.21274  0.0655
H 14.88575 13.82764 14.56437  0.0521
H 16.65785 11.81336 15.91954  0.1074
H 15.46848 11.62418 14.61574  0.0788
H 13.68134 12.34929 16.39863  0.1407
H 14.96886 12.00009 17.57483  0.1209
H 15.84738 9.89568 17.91303  0.1195
H 16.06306 9.53898 16.17696  0.1242
H 15.79143 7.43705 17.63141  0.1183
H 14.68053 7.52384 16.32195  0.1175
H 14.07838 7.81650 19.35900  0.1372
H 13.38080 6.76962 18.16932  0.1125
H 11.97153 8.90809 18.82418  0.1096
H 11.96831 8.50280 17.07666  0.1279
H 13.75074 10.59203 18.56628  0.1048
H 12.36582 10.80663 17.36059  0.1300
H 12.83622 10.71219 14.97103  0.0819
H 12.84413 9.05370 15.49678  0.0833
H 14.23041 9.73272 14.56813  0.1136
C 11.83792 13.89245 14.20556  -0.0171
C 12.87630 13.67100 13.08687  -0.7282
O 13.00437 14.57882 12.22914  -0.0549
O 13.60810 12.66412 13.21439  -0.0945
H 12.35329 14.36288 15.03425  0.0413
H 11.47606 12.88753 14.54096  0.0733
H 11.05511 14.55655 13.85218  0.0703
C 12.84864 17.29389 15.65196  -0.0038
C 12.84547 16.96072 17.13038  -0.7459
O 13.53598 16.00017 17.47862  -0.0325
O 12.11909 17.69606 17.83573  -0.1031
H 13.20436 16.37648 15.19078  0.0550
H 13.48525 18.15217 15.44736  0.0660
H 11.81752 17.59295 15.38252  0.0868
C 15.60245 11.11221 22.04304  -0.0072
C 15.37084 11.18815 20.51973  -0.7453
O 14.78564 12.12892 20.00357  -0.0472
O 15.96525 10.26831 19.88887  -0.0712
H 16.64100 11.20028 22.23473  0.0599
H 15.25547 10.13668 22.36586  0.0732
H 15.16863 11.89276 22.72043  0.0461

Atoms 1-6, force components in eV/Å:
0.48 1.19 -1.11
-0.85 0.78 -0.87
1.44 0.12 -1.38
-1.92 -0.21 0.89
0.79 0.50 -0.96
-0.46 -1.55 1.30

Properties
- Total charge: +1
- HOMO level: -9.6 eV
- Maximum force: 3.04 eV/A
- Energy relative to the best compared isomer or geometry (same formula, charge and spin): 0.0 kcal/mol